Entry 1:
Below is the molecule C6H6O3 in a non-equilibrium geometry, with properties calculated with ωB97M-V with the def2-TZVPD basis set.

## Properties
ΔE to the lowest compared entry with this formula, charge and spin   1.899 eV
SMILES   CC(=O)c1occc1O
Kohn-Sham gap   9.03 eV

Cartesian coordinates (Å):
C (0.762, -0.507, -2.078)
C (0.674, 0.834, -1.822)
C (0.110, -1.173, -0.966)
C (-0.186, -0.129, -0.130)
C (-0.751, -0.041, 1.573)
C (-0.524, 1.304, 2.252)
O (-1.105, -1.102, 2.005)
O (0.105, 1.063, -0.672)
O (-0.197, -2.450, -0.762)
H (1.273, -1.027, -2.813)
H (1.151, 1.655, -2.329)
H (-0.808, 1.144, 3.362)
H (-1.061, 2.098, 1.766)
H (0.542, 1.422, 2.160)
H (0.014, -3.090, -1.545)

Atomic partial charges in e from the natural (NBO) method, atoms 1 to 8: -0.3785, 0.1137, 0.2293, 0.0694, 0.6168, -0.7229, -0.5140, -0.4039

***

Entry 2:
Below is a cluster of 2 separate species, C6H6O3PS in total in a non-equilibrium geometry, with properties calculated with ωB97M-V with the def2-TZVPD basis set.

## Properties
ΔE to the lowest compared entry with this formula, charge and spin   4.253 eV
Net charge   -1
Kohn-Sham gap (spin up / spin down)   5.54 / 8.31 eV

Cartesian coordinates (Å):
C (-1.528, -0.183, 0.683)
C (-1.033, 0.965, 0.010)
C (-0.908, -1.379, 0.494)
C (0.141, 0.934, -0.766)
C (0.343, -1.429, -0.191)
C (0.831, -0.282, -0.791)
O (4.459, 0.046, 2.333)
O (3.363, 2.224, 2.018)
O (2.015, 0.327, 2.685)
P (2.510, -0.357, -1.560)
S (3.199, 0.746, 1.978)
H (-2.540, -0.225, 1.198)
H (-1.669, 1.839, 0.199)
H (-1.371, -2.229, 0.863)
H (0.534, 1.912, -1.012)
H (0.911, -2.267, 0.044)
H (2.281, 0.725, -2.543)

Atomic partial charges in e from the natural (NBO) method, atoms 1 to 8: -0.2148, -0.1906, -0.1917, -0.2286, -0.2167, -0.3231, -0.9765, -0.9877

***

Entry 3:
Below is the molecule C6H6OSSe in a non-equilibrium geometry, with properties calculated with ωB97M-V with the def2-TZVPD basis set.

## Properties
ΔE to the lowest compared entry with this formula, charge and spin   0.000 eV
SMILES   C[Se]c1ccsc1C=O
Kohn-Sham gap   8.05 eV

Cartesian coordinates (Å):
C (-0.463, 2.059, 0.386)
C (-1.772, 2.221, 0.117)
C (0.001, 0.716, 0.310)
C (-1.021, -0.184, -0.024)
C (-1.022, -1.611, 0.065)
C (2.270, -1.201, -0.475)
O (-1.896, -2.358, -0.342)
S (-2.495, 0.655, -0.130)
Se (1.774, 0.265, 0.716)
H (0.236, 2.798, 0.678)
H (-2.614, 3.038, 0.194)
H (-0.127, -2.068, 0.552)
H (1.353, -1.695, -0.618)
H (2.771, -0.803, -1.334)
H (3.006, -1.832, -0.096)

Atomic partial charges in e from the natural (NBO) method, atoms 1 to 8: -0.2919, -0.3695, -0.1840, -0.4079, 0.3874, -0.7529, -0.5197, 0.5031

***

Entry 4:
Below is the molecule C6H6S in a non-equilibrium geometry, with properties calculated with ωB97M-V with the def2-TZVPD basis set.

## Properties
ΔE to the lowest compared entry with this formula, charge and spin   4.366 eV
SMILES   S=C1CCC2=C1C2
Kohn-Sham gap   8.42 eV

Cartesian coordinates (Å):
C (-0.787, 0.001, -0.933)
C (-0.851, -0.317, 0.353)
C (0.822, 0.325, -1.234)
C (-2.146, 0.067, -0.279)
C (0.373, -0.360, 1.164)
C (1.457, -0.010, 0.091)
S (1.495, 0.893, -2.569)
H (-2.592, 1.027, -0.034)
H (-2.877, -0.699, -0.519)
H (0.353, 0.385, 1.961)
H (0.550, -1.333, 1.627)
H (2.164, -0.831, -0.048)
H (2.038, 0.852, 0.422)

Atomic partial charges in e from the natural (NBO) method, atoms 1 to 8: -0.0969, 0.0121, -0.0795, -0.3454, -0.4316, -0.4929, 0.0892, 0.1930

***

| no. | total energy (Ha) |
| --- | --- |
| 1 | -457.86735 |
| 2 | -1197.46281 |
| 3 | -3107.03128 |
| 4 | -630.25236 |